(1)
ORCA calculation (the ωB97M-V functional and the def2-TZVPD basis) on a cluster of 2 separate species, C4H2NO3 in total at a distorted geometry.

The value obtained for the highest occupied orbital energy (spin up / spin down) is -0.9 / -5.6 eV. As for the charge: -1. As for the spin multiplicity: 3. The calculation puts the energy above the lowest of the compared OMol25 structures with the same formula, charge and spin at 223.5 kJ/mol.

Bonds (Å) are listed after each position.
Cartesian coordinates (Å):
1 C 1.581 1.471 0.234  C4 1.342, N5 1.178
2 C 3.040 -0.577 0.054  C4 1.468, O6 1.188, O7 1.315
3 C -0.128 -0.892 -0.529  O8 1.257, H9 1.147, H10 1.158
4 C 1.775 0.166 -0.011  C1 1.342, C2 1.468, O7 1.484
5 N 1.089 2.524 0.429  C1 1.178
6 O 3.873 -1.273 0.538  C2 1.188
7 O 2.563 -0.361 -1.152  C2 1.315, C4 1.484
8 O -0.942 -1.186 0.383  C3 1.257
9 H -0.383 -0.151 -1.366  C3 1.147
10 H 0.731 -1.544 -0.949  C3 1.158

Atomic partial charges in e from the Löwdin method, atoms 1 to 6: -0.29 -0.51 -0.28 -0.20 0.07 0.09

(2)
ORCA calculation (the ωB97M-V functional and the def2-TZVPD basis) on a cluster of 4 separate species, C32H54O5 in total at a distorted geometry.

The structure (SMILES) is C#CC1=C(C=C)C(=O)C(CC[C@@H](C)CCC=C(C)C)=CC1=O.CCOCC.CCOCC.CCOCC. The value obtained for the highest occupied orbital energy is -7.8 eV.

Bonds (Å) are listed after each position.
Cartesian coordinates (Å):
1 C -4.117 -5.111 2.270  C2 1.200, H23 1.064
2 C -3.180 -4.386 2.076  C1 1.200, C3 1.437
3 C -1.938 -3.664 2.047  C2 1.437, C4 1.347, C21 1.500
4 C -1.571 -2.799 3.013  C3 1.347, C5 1.462, C7 1.504
5 C -2.358 -2.424 4.187  C4 1.462, C6 1.327, H24 1.084
6 C -3.669 -2.222 4.198  C5 1.327, H25 1.082, H26 1.083
7 C -0.223 -2.142 2.902  C4 1.504, O8 1.212, C9 1.500
8 O 0.110 -1.333 3.741  C7 1.212
9 C 0.697 -2.498 1.771  C7 1.500, C10 1.501, C20 1.333
10 C 2.059 -1.868 1.780  C9 1.501, C11 1.538, H27 1.095, H28 1.089
11 C 2.436 -1.170 0.462  C10 1.538, C12 1.546, H29 1.088, H30 1.092
12 C 1.920 0.287 0.472  C11 1.546, C13 1.547, C14 1.533, H31 1.092
13 C 2.950 1.178 1.206  C12 1.547, H32 1.089, H33 1.091, H34 1.090
14 C 1.726 0.848 -0.942  C12 1.533, C15 1.534, H35 1.094, H36 1.092
15 C 0.821 0.015 -1.858  C14 1.534, C16 1.520, H37 1.090, H38 1.100
16 C -0.568 -0.217 -1.284  C15 1.520, C17 1.353, H39 1.091
17 C -1.222 0.608 -0.434  C16 1.353, C18 1.510, C19 1.503
18 C -1.954 0.042 0.760  C17 1.510, H40 1.094, H41 1.097, H42 1.090
19 C -1.276 2.102 -0.586  C17 1.503, H43 1.095, H44 1.090, H45 1.093
20 C 0.265 -3.330 0.824  C9 1.333, C21 1.476, H46 1.084
21 C -1.069 -3.959 0.861  C3 1.500, C20 1.476, O22 1.211
22 O -1.455 -4.692 -0.023  C21 1.211
23 H -4.914 -5.782 2.482  C1 1.064
24 H -1.797 -2.261 5.100  C5 1.084
25 H -4.209 -2.031 5.116  C6 1.082
26 H -4.250 -2.202 3.284  C6 1.083
27 H 2.800 -2.634 2.029  C10 1.095
28 H 2.120 -1.137 2.585  C10 1.089
29 H 2.073 -1.718 -0.405  C11 1.088
30 H 3.526 -1.120 0.420  C11 1.092
31 H 0.990 0.331 1.042  C12 1.092
32 H 2.746 2.221 0.966  C13 1.089
33 H 2.859 1.006 2.279  C13 1.091
34 H 3.967 0.917 0.912  C13 1.090
35 H 2.702 0.988 -1.416  C14 1.094
36 H 1.266 1.833 -0.845  C14 1.092
37 H 1.272 -0.951 -2.083  C15 1.090
38 H 0.740 0.535 -2.824  C15 1.100
39 H -1.079 -1.116 -1.630  C16 1.091
40 H -1.423 0.354 1.663  C18 1.094
41 H -2.989 0.391 0.856  C18 1.097
42 H -1.939 -1.046 0.702  C18 1.090
43 H -1.160 2.642 0.359  C19 1.095
44 H -0.541 2.477 -1.298  C19 1.090
45 H -2.269 2.328 -0.986  C19 1.093
46 H 0.889 -3.594 -0.023  C20 1.084
47 C 6.026 4.650 5.298  C48 1.520, H52 1.091, H53 1.091, H54 1.091
48 C 4.938 4.448 4.256  C47 1.520, O49 1.415, H55 1.090, H56 1.096
49 O 4.492 3.110 4.139  C48 1.415, C50 1.416
50 C 3.930 2.531 5.303  O49 1.416, C51 1.519, H57 1.096, H58 1.091
51 C 2.706 3.260 5.829  C50 1.519, H59 1.091, H60 1.090, H61 1.091
52 H 6.885 4.014 5.079  C47 1.091
53 H 6.352 5.690 5.303  C47 1.091
54 H 5.681 4.406 6.303  C47 1.091
55 H 5.328 4.711 3.273  C48 1.090
56 H 4.093 5.119 4.448  C48 1.096
57 H 4.689 2.435 6.087  C50 1.096
58 H 3.650 1.517 5.015  C50 1.091
59 H 2.937 4.280 6.138  C51 1.091
60 H 2.300 2.734 6.694  C51 1.090
61 H 1.934 3.313 5.059  C51 1.091
62 C 0.025 1.179 -7.482  C63 1.519, H67 1.091, H68 1.090, H69 1.091
63 C 0.538 2.141 -6.424  C62 1.519, O64 1.416, H70 1.090, H71 1.096
64 O 1.515 1.585 -5.564  C63 1.416, C65 1.415
65 C 2.704 1.123 -6.179  O64 1.415, C66 1.519, H72 1.096, H73 1.090
66 C 3.472 2.198 -6.929  C65 1.519, H74 1.091, H75 1.091, H76 1.091
67 H -0.390 0.285 -7.015  C62 1.091
68 H -0.754 1.657 -8.077  C62 1.090
69 H 0.815 0.860 -8.164  C62 1.091
70 H -0.287 2.435 -5.774  C63 1.090
71 H 0.914 3.060 -6.888  C63 1.096
72 H 2.489 0.273 -6.836  C65 1.096
73 H 3.321 0.740 -5.365  C65 1.090
74 H 2.897 2.608 -7.760  C66 1.091
75 H 4.395 1.783 -7.335  C66 1.091
76 H 3.724 3.023 -6.261  C66 1.091
77 C -7.138 -1.797 -1.043  C78 1.520, H82 1.091, H83 1.091, H84 1.091
78 C -6.263 -1.783 -2.286  C77 1.520, O79 1.414, H85 1.091, H86 1.096
79 O -4.949 -1.312 -2.060  C78 1.414, C80 1.419
80 C -4.178 -2.048 -1.125  O79 1.419, C81 1.517, H87 1.098, H88 1.089
81 C -3.967 -3.506 -1.488  C80 1.517, H89 1.092, H90 1.093, H91 1.092
82 H -7.197 -0.799 -0.607  C77 1.091
83 H -8.146 -2.129 -1.297  C77 1.091
84 H -6.750 -2.471 -0.278  C77 1.091
85 H -6.694 -1.104 -3.022  C78 1.091
86 H -6.240 -2.775 -2.750  C78 1.096
87 H -4.615 -1.962 -0.121  C80 1.098
88 H -3.215 -1.541 -1.087  C80 1.089
89 H -4.910 -4.056 -1.528  C81 1.092
90 H -3.330 -3.990 -0.743  C81 1.093
91 H -3.490 -3.593 -2.466  C81 1.092

Atomic partial charges in e from the Löwdin method, atoms 1 to 6: 0.17 -0.08 -0.10 -0.10 -0.10 0.05